The following is a DFT calculation (ωB97M-V/def2-TZVPD) of a 2-piece molecular cluster, C3H8NOS overall.

Structure (XYZ):
```
14
Properties=species:S:1:pos:R:3:forces:R:3:nbo_charge:R:1
H -6.81103 -0.17031 0.93028 -0.4 -0.8 0.1 0.440
C 7.17103 -2.07278 0.05253 1.1 3.6 0.8 -0.463
S 6.14758 1.76375 0.07764 -0.9 0.4 0.2 0.299
H -8.37178 0.17682 0.27770 -0.6 0.3 -0.4 0.464
H -5.55946 1.46805 -0.30617 -1.6 -0.9 0.7 0.270
H 6.97754 2.66877 -0.42591 0.1 0.3 -0.3 0.103
H 5.89952 -0.60538 -0.76071 -2.5 -0.1 -1.7 0.161
H 6.58917 -2.77965 -0.42929 -1.2 -1.3 -0.8 0.210
O 7.27414 0.59172 0.04489 0.9 -4.5 0.5 -0.691
N -7.38022 0.33592 0.26171 3.9 1.7 0.3 -0.570
H -7.21776 1.88923 -0.91030 -1.9 2.4 -2.3 0.206
C -6.68535 1.27956 -0.32039 0.6 -2.7 1.6 0.191
C 6.72991 -0.80267 -0.21141 3.3 0.5 1.7 0.152
H 8.02330 -2.48985 0.63134 -0.6 1.0 -0.5 0.229
```
Positions in Å, forces in eV/Å.

The relative energy (zero: lowest compared OMol25 entry of this formula, charge and spin) is 96.0 kcal/mol. For the total energy, the calculation gives -17602.27018 eV. Its charge is +1. The HOMO-LUMO gap is 0.1210 hartree. The HOMO energy is -0.3584 Eh.

The following is a DFT calculation (ωB97M-V/def2-TZVPD) of a 2-piece molecular cluster, CH4FOP overall.

Structure (XYZ):
```
8
Properties=species:S:1:pos:R:3:forces:R:3:nbo_charge:R:1
H 0.31023 -1.52261 -1.51017 0.0 0.2 0.1 0.511
O 0.35206 -1.69834 -0.55313 -0.4 0.2 0.2 -0.565
C 0.23722 -0.63292 0.16381 2.8 0.0 0.0 0.229
H 0.13457 1.65388 0.74910 0.2 0.1 0.3 0.017
H -1.44324 0.88713 -0.25513 -0.3 0.0 0.0 -0.057
H 0.47228 -0.80251 1.21207 -0.3 -0.2 -0.1 0.219
F 2.37974 0.33703 -0.01382 -2.0 -0.6 0.1 -0.760
P -0.04184 1.01831 -0.47090 0.1 0.3 -0.7 0.407
```
Positions in Å, forces in eV/Å.

The relative energy (zero: lowest compared OMol25 entry of this formula, charge and spin) is 96.9 kcal/mol. For the total energy, the calculation gives -15152.41895 eV. Its charge is 0. The HOMO-LUMO gap (spin up / spin down) is 0.3215 / 0.3216 hartree. The HOMO energy (spin up / spin down) is -0.3558 / -0.3559 Eh.

The following is a DFT calculation (ωB97M-V/def2-TZVPD) of an isolated ion of composition C8H13N2O2 and charge +1.

Structure (XYZ):
```
25
Properties=species:S:1:pos:R:3:forces:R:3:nbo_charge:R:1
H -0.56891 -0.34720 -2.95943 0.4 -0.6 0.3 0.261
C -0.90310 -2.51565 -0.97882 0.3 0.9 2.9 -0.075
H 2.07684 1.42117 -0.57953 -0.7 0.0 0.8 0.500
O -1.85819 -1.52656 -1.04662 -4.0 1.2 -0.8 -0.463
H 0.66396 -1.11073 3.43463 1.0 0.4 -1.2 0.230
C 0.15406 1.22593 -0.11262 1.1 0.0 1.5 0.029
C -0.61752 -1.04905 -0.89732 2.8 -1.6 1.1 0.182
H 1.03525 -0.60733 -2.12761 -0.6 0.4 -0.2 0.220
H 2.08567 -0.11860 2.64312 0.7 -0.3 0.6 0.225
H -1.30424 1.27434 -1.66914 1.8 0.8 -0.2 0.252
H 0.50766 0.41741 2.62147 -1.1 1.9 0.7 0.180
H 1.75303 -1.15073 0.72227 -2.3 0.5 0.5 0.406
H 0.61112 1.68547 -2.20099 -2.1 0.0 1.1 0.242
N -1.37529 2.83105 1.24187 1.4 -0.9 -1.2 -0.478
C -0.58542 2.24932 0.58492 -0.6 -0.6 0.5 0.651
H -0.65033 -3.02183 -1.82974 0.4 -1.3 -2.2 0.192
N 0.82034 -0.92559 1.19013 2.8 -1.4 0.6 -0.556
C -0.02451 -0.28282 -2.00686 1.1 -1.4 -0.7 -0.440
C -0.17038 1.10276 -1.54988 -0.2 2.3 -2.0 -0.426
O 1.52461 1.20203 0.20976 0.4 1.2 -1.0 -0.689
C 1.07285 -0.45232 2.60582 -1.3 -1.5 -1.2 -0.401
C -0.21812 -0.44751 0.47584 -3.0 -0.9 0.3 0.051
H -1.19398 -0.56120 1.06202 1.3 1.0 -0.4 0.240
H -1.09367 -3.05812 -0.05882 0.9 -0.4 -0.1 0.200
H -1.74171 3.76574 1.22554 -0.3 0.4 0.3 0.468
```
Positions in Å, forces in eV/Å.

The relative energy (zero: lowest compared OMol25 entry of this formula, charge and spin) is 132.3 kcal/mol. For the total energy, the calculation gives -15570.49689 eV. Its charge is +1. The HOMO-LUMO gap (spin up / spin down) is 0.2958 / 0.2957 hartree. The HOMO energy (spin up / spin down) is -0.4674 / -0.4674 Eh.

The following is a DFT calculation (ωB97M-V/def2-TZVPD) of a single C7H12N2 molecule.

Structure (XYZ):
```
21
Properties=species:S:1:pos:R:3:forces:R:3:nbo_charge:R:1
H 1.44158 2.78204 -0.59152 -1.3 0.2 -0.2 0.223
H 1.29580 -0.64329 1.51844 0.7 -0.2 2.6 0.206
C -0.12604 -1.45402 0.23487 0.4 -1.1 0.5 -0.174
H 2.13153 -1.33311 -1.15451 0.0 0.0 0.4 0.356
H -2.92643 -1.11101 -1.24382 0.1 0.3 -1.4 0.224
C 1.15501 -0.72048 0.50318 0.3 -0.3 -2.8 -0.137
H -0.21018 -2.57014 0.31770 0.1 1.3 0.2 0.223
C -0.57683 0.76136 -0.33425 -0.8 0.4 1.1 -0.130
H -3.02878 -1.81695 0.25974 1.5 0.1 0.0 0.229
C 1.63835 1.79508 -0.23824 3.0 -2.7 0.1 -0.391
C -2.53595 -0.96120 -0.27065 -1.8 0.6 2.1 -0.654
H -2.38080 1.60664 0.44691 1.9 0.1 -0.6 0.358
H -1.06615 1.85913 1.37488 0.1 -0.1 -0.8 0.353
N 2.23691 -1.40472 -0.13894 2.0 0.0 0.1 -0.807
H 3.10088 -0.89219 0.10583 -0.4 -0.6 -0.4 0.352
N -1.33484 1.79495 0.37784 -1.3 0.6 1.8 -0.835
C -1.07156 -0.61220 -0.09709 -2.1 -1.4 -0.5 -0.001
H -0.76878 1.02290 -1.35117 0.3 0.0 -1.1 0.194
C 0.94233 0.67100 -0.01212 -3.4 2.9 -0.9 0.032
H 2.74033 1.64706 -0.26784 -0.4 0.2 0.7 0.175
H -3.19544 -0.16000 0.19892 0.9 -0.5 -0.8 0.201
```
Positions in Å, forces in eV/Å.

The relative energy (zero: lowest compared OMol25 entry of this formula, charge and spin) is 44.8 kcal/mol. For the total energy, the calculation gives -10431.53271 eV. Its charge is 0. The HOMO-LUMO gap is 0.3668 hartree. The HOMO energy is -0.3308 Eh.